[1]
Density functional theory data (ωB97M-V with the def2-TZVPD basis set) for 11 unconnected molecules or ions with the total composition C31H59Cl4N5O17.

XYZ file:
```
116
Properties=species:S:1:pos:R:3:mulliken_charge:R:1
C 6.89894 2.88155 -0.02830 -0.2815
C 6.87341 2.30083 -1.45428 -0.3928
O 5.53044 1.91707 -1.66725 -0.3201
C 4.75937 2.50719 -0.72550 0.5979
O 3.57198 2.55975 -0.76968 -0.4512
O 5.50758 3.07353 0.22440 -0.2878
H 7.41840 3.83354 -0.03836 0.2714
H 7.29618 2.12176 0.64062 0.2816
H 7.50840 1.41491 -1.49875 0.2582
H 7.25303 3.00985 -2.19153 0.2688
C -4.94621 1.20598 -3.09923 0.0246
C -3.99643 1.77442 -4.13869 -0.6677
O -2.69578 1.32999 -3.69606 -0.2930
C -2.85933 0.29644 -2.82162 0.2482
O -1.97586 -0.29656 -2.28878 -0.3913
O -4.15268 0.14295 -2.55606 -0.2878
H -5.80063 0.73554 -3.57896 0.3837
H -5.21143 1.86056 -2.27073 -0.0003
H -3.94856 2.85972 -4.19689 0.3776
H -4.11196 1.33345 -5.12941 0.3642
C -3.41222 3.35259 -0.27200 0.8503
C -3.22077 3.97897 -1.66911 0.6435
O -4.53050 4.49402 -1.97966 -0.4201
C -5.41089 3.96213 -1.12550 0.4878
O -6.60669 4.02464 -1.32119 -0.5967
O -4.84586 3.42493 -0.07768 -0.4160
H -3.07055 3.98248 0.55028 -0.0009
H -3.06992 2.33007 -0.13388 -0.7189
H -2.97319 3.19333 -2.37965 -0.4651
H -2.44970 4.74002 -1.62811 0.3309
C 2.72541 -0.19899 2.73378 1.6436
C 3.43208 0.79719 1.79371 0.8109
O 4.51124 1.28981 2.56861 -0.4381
C 4.73252 0.47486 3.63591 0.4595
O 5.62462 0.54677 4.40322 -0.5635
O 3.79470 -0.50779 3.59980 -0.4389
H 2.45912 -1.04388 2.10386 -0.4692
H 1.84373 0.31331 3.10977 -0.5419
H 2.75228 1.62066 1.58283 -0.6801
H 3.80537 0.37348 0.86114 0.0153
C -2.18694 -0.00350 0.42860 1.4662
C -0.70357 -0.14932 0.43024 -0.4370
O -0.07576 -0.52273 1.40982 0.3964
N -0.09721 0.30498 -0.70520 1.2221
C 1.32778 0.14121 -0.94340 -0.4294
H -2.53955 0.16611 -0.58906 -1.4108
H -2.47999 0.84292 1.05447 0.0717
H -2.62977 -0.89375 0.87619 -0.2003
H -0.54817 0.97540 -1.31024 -0.7323
H 1.68932 -0.66471 -0.30586 -0.1945
H 1.85554 1.06467 -0.70047 -0.0445
H 1.41794 -0.12573 -1.99651 0.4510
C 3.69658 -3.81139 0.38425 -0.1775
C 3.94134 -3.54731 -1.07643 0.6414
O 3.23868 -4.15363 -1.88544 -0.6821
N 4.91528 -2.70710 -1.45081 -0.1240
C 5.22602 -2.44774 -2.84002 -0.9331
H 3.09616 -4.71050 0.45626 0.1570
H 3.11848 -2.92318 0.66794 -0.3676
H 4.61737 -3.83516 0.96855 0.4435
H 5.44320 -2.18583 -0.77652 0.2383
H 4.39301 -2.10052 -3.45494 0.2620
H 5.44172 -3.41230 -3.31439 0.3088
H 6.08934 -1.78918 -2.85577 0.3378
C 1.19857 4.33795 -1.18542 -1.1041
C 0.46840 3.28812 -1.99874 0.5235
O -0.66179 2.94868 -1.65315 0.1302
N 1.00532 2.99275 -3.19791 -0.1148
C 0.29520 2.15385 -4.12204 -0.9261
H 2.10875 4.74139 -1.62346 0.4471
H 1.43790 4.03002 -0.16972 -0.0968
H 0.46379 5.13442 -1.05129 0.3513
H 1.45009 3.77645 -3.65279 0.3109
H 0.94438 1.71818 -4.88594 0.3660
H -0.44979 2.61383 -4.78818 0.3206
H -0.28820 1.36231 -3.66284 0.2127
C -4.72758 -2.46788 -0.75423 -1.0240
C -4.11916 -3.33915 0.34026 0.5986
O -3.30232 -4.21346 0.06189 -0.7767
N -4.48903 -3.15170 1.61622 -0.0399
C -5.53315 -2.24623 2.07062 -0.8843
H -4.64350 -3.05947 -1.66511 0.4002
H -4.09130 -1.58762 -0.82168 0.1835
H -5.78262 -2.21178 -0.70358 0.4262
H -4.16133 -3.82313 2.29198 0.2755
H -5.87374 -1.48167 1.38109 0.2787
H -5.26263 -1.73434 2.99479 0.1733
H -6.42782 -2.82085 2.32888 0.4036
C -1.01357 -6.94372 1.34546 -1.1051
C -0.01174 -5.80529 1.15848 0.6582
O 1.16521 -5.90336 1.45992 -0.6550
N -0.58657 -4.69509 0.65594 0.0554
C 0.11264 -3.44489 0.38610 -0.4465
H -2.02296 -6.53926 1.36715 0.2532
H -0.61537 -7.54084 2.16120 0.3511
H -1.02040 -7.54897 0.43459 0.2562
H -1.59675 -4.63842 0.58446 0.3631
H 0.62982 -3.10897 1.28360 0.0057
H -0.67527 -2.80988 -0.01575 0.0906
H 0.84360 -3.53117 -0.42245 0.1872
Cl 0.46292 -2.99860 4.17682 -0.1957
C -1.26545 -2.45298 4.12593 -0.1789
C -1.35894 -1.00022 4.50594 0.3222
Cl -3.09057 -0.58067 4.54900 -0.2412
H -1.84758 -2.97965 4.88869 0.5124
H -1.66631 -2.79916 3.17798 -0.2212
H -0.91613 -0.47765 3.65547 -0.4383
H -0.90668 -0.70815 5.44536 0.4377
Cl 0.62389 2.26240 4.08237 -0.1889
C 0.51641 3.42551 2.71396 0.2888
C -0.96128 3.58300 2.30585 0.3243
Cl -1.04036 5.15239 1.48659 -0.2133
H 1.11377 2.93029 1.95203 -0.7904
H 1.05656 4.31180 3.02671 0.5531
H -1.56354 3.57833 3.20781 0.6256
H -1.18017 2.77978 1.60883 -0.5045
```

relative energy (zero: lowest compared OMol25 entry of this formula, charge and spin) = 1.5079 eV
net charge = 0
total energy = -4610.3305 Eh
HOMO = -8.5 eV
largest force on an atom = 3.20 eV Å⁻¹
SMILES string = O=C1OCCO1.O=C1OCCO1.O=C1OCCO1.O=C1OCCO1.CNC(C)=O.CNC(C)=O.CNC(C)=O.CNC(C)=O.CNC(C)=O.ClCCCl.ClCCCl

[2]
Density functional theory data (ωB97M-V with the def2-TZVPD basis set) for C25H27N3O4S in the gas phase.

XYZ file:
```
60
Properties=species:S:1:pos:R:3:mulliken_charge:R:1
C 6.34319 -3.24069 -1.21721 -1.0794
H 6.84458 -2.34802 -0.84458 0.2608
O 5.10342 -2.79691 -1.70571 -0.2077
C 4.25612 -3.70482 -2.29697 0.7484
C 4.53103 -5.06263 -2.35298 -0.6223
C 3.63213 -5.95722 -2.91064 -0.7564
C 2.44235 -5.49043 -3.43193 -0.7367
C 2.16765 -4.13709 -3.40248 -0.3299
C 3.04763 -3.21086 -2.83912 0.4150
N 2.69611 -1.86731 -2.88233 0.1611
C 1.39158 -1.43941 -2.44116 -1.1320
H 0.70601 -2.28495 -2.40734 0.5240
C 1.46831 -0.80031 -1.03919 -0.6297
N 2.40930 0.29228 -1.05281 0.0991
C 2.08852 1.61006 -1.03107 0.3049
O 2.88948 2.47818 -1.33200 -0.6689
C 0.71170 1.95997 -0.56505 0.2607
C -0.07764 2.79215 -1.35045 -0.8773
C -1.32076 3.20056 -0.91193 -0.9889
C -1.79511 2.79648 0.33513 1.2970
C -1.00007 1.97742 1.13249 0.2048
C 0.24224 1.57060 0.68579 -0.8183
H 0.86201 0.95637 1.32263 0.4420
H -1.35162 1.68449 2.10743 0.1515
N -3.05798 3.17896 0.76351 -0.2496
H -3.54317 3.83749 0.17425 0.2587
S -3.50986 3.32577 2.38029 1.3938
O -2.40773 3.75536 3.18607 -0.6329
O -4.69505 4.12885 2.33407 -0.7560
C -3.94800 1.65046 2.80748 0.0547
C -4.91597 1.00663 2.06324 -0.6948
C -5.27156 -0.28896 2.39365 -0.7891
C -4.66738 -0.93996 3.46539 0.9287
C -3.69844 -0.26677 4.20381 -0.7457
C -3.33745 1.02877 3.87860 -0.0949
H -2.59250 1.57059 4.44050 0.5456
H -3.22744 -0.76139 5.04043 0.3836
C -5.07154 -2.33190 3.83906 -1.4611
H -5.82328 -2.29717 4.62767 0.2963
H -4.22083 -2.89554 4.21408 0.3682
H -5.49899 -2.85627 2.98857 0.3698
H -6.02757 -0.80144 1.81725 0.3629
H -5.38128 1.52787 1.24221 0.4171
H -1.92961 3.84529 -1.52914 0.3308
H 0.29620 3.12340 -2.30751 0.4605
C 3.73103 -0.11213 -1.48911 -0.8653
C 3.64471 -0.77946 -2.86710 -1.0210
H 4.62343 -1.13418 -3.17859 0.5238
H 3.29596 -0.03132 -3.59160 0.3593
H 4.35675 0.77978 -1.53358 0.4246
H 4.14061 -0.82045 -0.76385 0.3913
H 0.48105 -0.44778 -0.74150 0.5660
H 1.81524 -1.55468 -0.32266 0.1719
H 1.00248 -0.69181 -3.14482 0.2591
H 1.25264 -3.77522 -3.84642 0.5092
H 1.73345 -6.17251 -3.87626 0.3707
H 3.87034 -7.00938 -2.93226 0.3823
H 5.45107 -5.44432 -1.93959 0.3808
H 6.95213 -3.69240 -2.00693 0.4017
H 6.22419 -3.95544 -0.39586 0.3771
```

relative energy (zero: lowest compared OMol25 entry of this formula, charge and spin) = 1.8781 eV
net charge = 0
total energy = -1832.2636 Eh
HOMO = -7.5 eV
largest force on an atom = 1.04 eV Å⁻¹
SMILES string = COc1ccccc1N1CCN(C(=O)c2ccc(NS(=O)(=O)c3ccc(C)cc3)cc2)CC1

[3]
Density functional theory data (ωB97M-V with the def2-TZVPD basis set) for a molecular structure, CH6FN4O.

XYZ file:
```
13
Properties=species:S:1:pos:R:3:mulliken_charge:R:1
C 0.39983 -0.72859 0.66567 0.4043
N 2.61850 -0.34602 -0.11963 -0.5253
N -1.91173 0.52552 0.79231 -0.1040
N 1.33639 -0.58172 -0.03018 0.2552
N -3.09367 0.16558 0.98778 -0.1096
O -0.73064 -0.83483 1.00067 -0.3894
F 2.09773 0.28248 -2.65503 -0.4340
H 2.84497 -0.39530 -1.13491 0.3641
H 2.95946 0.38796 0.39660 0.2436
H -1.44475 0.98391 1.51710 0.2881
H 1.89782 0.59167 -3.58922 0.4081
H -3.57479 0.37738 1.93537 0.3043
H -3.39912 -0.42803 0.23346 0.2947
```

relative energy (zero: lowest compared OMol25 entry of this formula, charge and spin) = 1.6110 eV
net charge = +1
total energy = -435.4068 Eh
HOMO (spin up / spin down) = -12.8 / -12.8 eV
largest force on an atom = 4.15 eV Å⁻¹

[4]
Density functional theory data (ωB97M-V with the def2-TZVPD basis set) for a gas-phase ion, C2H5N4O2S2 (charge -1).

XYZ file:
```
15
Properties=species:S:1:pos:R:3:mulliken_charge:R:1
C 0.34008 -0.18995 -0.64853 -0.2145
C -0.55281 0.46212 0.18014 -0.1406
N 0.36271 -1.42299 -1.17207 -0.1648
N -0.24153 -2.44097 -0.64377 -0.0721
N -0.20876 -3.59253 -1.39907 -0.5546
N 0.22428 2.52062 1.91220 -0.5515
O -1.14267 3.22756 -0.10609 -0.6529
O 1.12539 2.47151 -0.46536 -0.6750
S -1.87423 0.14566 1.30139 -0.4327
S -0.10533 2.29188 0.25829 1.0860
H 1.26431 0.38930 -0.95656 0.3187
H 0.55207 -3.64132 -2.10400 0.2638
H -0.17168 -4.55534 -0.78459 0.2449
H 0.97271 1.83658 2.07485 0.2694
H -0.54453 2.49788 2.55317 0.2760
```

relative energy (zero: lowest compared OMol25 entry of this formula, charge and spin) = 0.0000 eV
net charge = -1
total energy = -1245.0401 Eh
HOMO (spin up / spin down) = -3.4 / -3.4 eV
largest force on an atom = 5.44 eV Å⁻¹
SMILES string = N/N=N/C=C(\[S-])S(N)(=O)=O